(1)
{"formula": "C22H33N3O4", "method": "ωB97M-V/def2-TZVPD", "elements": ["C", "O", "C", "C", "C", "O", "N", "C", "H", "C", "H", "H", "C", "C", "C", "H", "H", "H", "H", "O", "C", "C", "C", "C", "C", "C", "H", "H", "C", "O", "N", "C", "H", "C", "N", "C", "H", "H", "H", "C", "H", "H", "H", "C", "H", "C", "H", "H", "H", "H", "H", "H", "H", "H", "H", "H", "H", "H", "H", "H", "H", "H"], "xyz": [[6.896, 0.757, 1.911], [5.642, 1.107, 1.659], [5.442, 2.327, 0.808], [5.631, 1.954, -0.687], [5.446, 0.342, -1.207], [6.352, -0.234, -1.263], [4.087, -0.123, -0.976], [2.918, 0.652, -0.870], [2.134, 0.423, -1.607], [2.512, 0.017, 0.587], [3.170, 0.457, 1.376], [1.433, 0.637, 0.786], [2.306, -1.637, 0.357], [3.595, -2.005, -0.017], [4.009, -1.437, -1.481], [3.197, -1.615, -2.005], [5.016, -1.983, -1.629], [4.315, -2.028, 0.781], [3.513, -3.049, -0.294], [1.229, -1.725, -0.343], [-0.095, -1.637, -0.209], [-1.080, -1.811, -0.986], [-2.323, -1.676, -0.870], [-2.863, -1.355, 0.495], [-1.897, -1.001, 1.105], [-0.447, -1.244, 1.124], [0.149, -1.250, 1.954], [-2.232, -0.743, 2.292], [-4.338, -1.335, 0.728], [-4.726, -1.880, 1.658], [-4.984, -0.470, -0.313], [-4.544, 0.337, -1.367], [-4.719, 0.046, -2.230], [-5.320, 1.536, -0.970], [-4.676, 2.538, -0.054], [-3.592, 3.607, -0.675], [-2.724, 2.831, -1.200], [-3.303, 4.198, 0.245], [-4.081, 3.932, -1.573], [-4.256, 2.172, 1.275], [-4.810, 1.327, 1.798], [-3.356, 1.533, 1.288], [-4.026, 2.822, 1.895], [-6.676, 1.013, -0.324], [-7.538, 1.325, -1.145], [-6.245, -0.390, -0.022], [-6.534, -0.682, 1.074], [-6.876, -1.123, -0.611], [-6.854, 1.835, 0.424], [-5.613, 2.272, -1.829], [-3.409, 0.553, -1.212], [-2.983, -1.975, -1.776], [-0.387, -2.152, -2.200], [2.111, -1.974, 1.549], [3.165, 1.644, -0.577], [4.981, 2.720, -1.063], [6.592, 2.175, -0.946], [4.153, 2.506, 1.043], [5.929, 3.176, 1.205], [7.005, -0.050, 2.862], [7.495, 1.536, 2.104], [7.331, 0.380, 0.986]], "mulliken_charge": [-0.795, -0.273, -0.477, -1.213, 0.327, -0.356, 0.246, -0.791, 0.370, -0.605, 0.530, 0.223, 0.270, -1.041, -1.306, 0.745, 0.346, 0.394, 0.521, -0.177, 1.129, -1.145, 0.016, 0.596, 0.001, -1.173, 0.619, 0.020, 0.035, -0.498, 0.173, -0.745, 0.681, -0.236, -0.117, -0.757, 0.151, 0.305, 0.318, -1.421, 0.260, 0.355, 0.921, -0.837, 0.311, -0.774, 0.337, 0.274, 0.297, 0.542, 0.148, 0.265, -0.024, 0.064, 0.331, 0.511, 0.546, 0.104, 0.591, 0.158, 0.434, 0.297], "e_above_lowest_kcal_mol": 504.9, "charge": 0, "homo_energy_ev": -8.0, "total_energy_ha": -1322.6044}


(2)
{"formula": "C22H33N3O5", "method": "ωB97M-V/def2-TZVPD", "elements": ["C", "O", "C", "C", "C", "C", "C", "C", "N", "C", "C", "N", "C", "O", "C", "C", "C", "O", "N", "C", "C", "C", "C", "C", "O", "C", "C", "C", "O", "C", "H", "H", "H", "H", "H", "H", "H", "H", "H", "H", "H", "H", "H", "H", "H", "H", "H", "H", "H", "H", "H", "H", "H", "H", "H", "H", "H", "H", "H", "H", "H", "H", "H"], "xyz": [[8.138, 0.675, 0.512], [6.978, -0.106, 0.378], [5.822, 0.497, -0.052], [5.751, 1.841, -0.394], [4.573, 2.396, -0.863], [3.450, 1.610, -1.001], [3.487, 0.269, -0.646], [2.244, -0.569, -0.801], [1.074, 0.170, -0.371], [1.074, 0.427, 1.059], [-0.333, 0.704, 1.603], [-1.159, 1.309, 0.585], [-1.212, 0.819, -0.658], [-1.980, 1.230, -1.509], [-0.176, -0.267, -0.942], [-0.656, -1.684, -0.487], [-2.053, -1.730, 0.106], [-2.201, -1.819, 1.318], [-3.103, -1.703, -0.740], [-2.961, -1.640, -2.178], [-4.438, -1.842, -0.185], [-5.147, -0.523, 0.170], [-5.141, 0.500, -0.968], [-5.851, 1.776, -0.511], [-5.261, 2.331, 0.642], [-5.292, 1.429, 1.723], [-4.540, 0.137, 1.409], [4.667, -0.302, -0.160], [4.598, -1.638, 0.135], [5.462, -2.202, 1.098], [8.453, 1.100, -0.447], [8.908, -0.009, 0.870], [8.004, 1.479, 1.242], [6.625, 2.467, -0.308], [4.547, 3.442, -1.129], [2.523, 2.019, -1.370], [2.375, -1.512, -0.248], [2.120, -0.815, -1.860], [1.507, -0.417, 1.619], [1.720, 1.297, 1.227], [-0.274, 1.381, 2.456], [-0.799, -0.230, 1.940], [-1.812, 2.039, 0.831], [-0.040, -0.278, -2.030], [0.014, -2.032, 0.301], [-0.581, -2.380, -1.322], [-2.387, -2.492, -2.553], [-2.477, -0.713, -2.485], [-3.948, -1.670, -2.630], [-5.045, -2.398, -0.904], [-4.345, -2.433, 0.731], [-6.189, -0.786, 0.398], [-4.115, 0.756, -1.235], [-5.650, 0.106, -1.850], [-5.785, 2.549, -1.279], [-6.915, 1.559, -0.312], [-4.833, 1.955, 2.564], [-6.338, 1.195, 1.982], [-4.586, -0.537, 2.265], [-3.495, 0.369, 1.215], [5.014, -3.163, 1.355], [6.465, -2.364, 0.699], [5.526, -1.581, 1.994]], "mulliken_charge": [-0.984, -0.379, 1.012, -0.503, -1.116, -0.708, 0.488, -0.943, 0.301, -0.692, -0.760, -0.079, -0.645, -0.727, 0.410, -1.413, 0.423, -0.679, 0.366, -1.110, -1.931, 0.415, -0.203, -0.925, -0.412, -0.932, 0.223, 0.262, -0.458, -0.834, 0.371, 0.249, 0.380, 0.408, 0.377, 0.438, 0.454, 0.435, 0.279, 0.494, 0.572, 0.166, 0.402, 0.973, 0.578, 0.355, 0.379, 0.333, 0.411, 0.652, 0.456, 0.499, -0.020, 0.387, 0.403, 0.421, 0.414, 0.415, 0.447, -0.473, 0.291, 0.227, 0.361], "smiles": "COc1cccc(CN2CCNC(=O)[C@@H]2CC(=O)N(C)CC2CCOCC2)c1OC", "e_above_lowest_kcal_mol": 70.3, "charge": 0, "homo_energy_ev": -8.2, "total_energy_ha": -1398.5677}